C4H8S2 | ωB97M-V with the def2-TZVPD basis set

Summary:
Energy relative to the best compared isomer or geometry (same formula, charge and spin): 39.3 kcal per mole
E: -953.5240 Ha
M: 120.24 g mol⁻¹
Frontier orbital gap: 0.3438 hartree
HOMO energy: -8.556 eV

The geometry in XYZ format:
```
14
Properties=species:S:1:pos:R:3:forces:R:3
C 2.07868 -0.13530 0.30268 -2.240 0.357 0.072
C 0.88575 -0.00021 -0.81317 1.399 0.819 -0.208
C -1.42782 -0.66635 0.53022 4.310 3.192 -0.545
C -1.58068 0.76768 -0.19858 -2.512 -0.526 3.113
H 2.49655 -1.13330 0.48481 0.677 0.280 -1.400
H 2.72656 0.76206 0.21670 0.020 -1.003 0.204
H 1.55391 -0.12179 1.29996 0.103 0.875 -0.932
H 1.07750 0.15875 -1.95195 0.734 -0.786 2.196
H -2.31693 -1.16635 0.59578 -2.106 -1.488 -0.052
H -0.77913 -0.76838 1.45862 -1.397 0.802 -0.753
H -2.16733 0.51657 -1.05275 -0.106 0.043 -1.017
H -2.18957 1.54724 0.33384 0.424 -0.755 0.030
S -0.30508 -1.27130 -0.76640 -0.523 -3.143 -0.575
S -0.05242 1.51068 -0.43975 1.218 1.333 -0.132
```
Forces are in eV/Å.

---

C4H8S2 | ωB97M-V with the def2-TZVPD basis set

Summary:
Energy relative to the best compared isomer or geometry (same formula, charge and spin): 111.1 kcal per mole
E: -953.4095 Ha
M: 120.24 g mol⁻¹
Frontier orbital gap (spin up / spin down): 0.2590 / 0.2755 hartree
HOMO energy (spin up / spin down): -6.951 / -7.161 eV

The geometry in XYZ format:
```
14
Properties=species:S:1:pos:R:3:forces:R:3
C 0.82515 1.74867 0.92462 -0.803 -1.118 0.319
C -0.41879 1.27304 1.54627 -1.566 0.007 -2.904
C -0.98649 -1.57398 -1.61608 3.006 2.711 0.326
C 1.26529 -0.78870 -0.40271 -0.397 -0.877 1.628
S 1.95404 2.79661 0.94895 0.468 0.642 0.074
S -0.16987 -1.64598 0.01157 0.599 -0.589 -0.373
H -0.94839 0.52121 0.75966 0.868 1.825 2.017
H -1.09250 2.08792 1.87159 0.192 -0.104 -0.528
H -0.28038 0.72566 2.42999 0.717 -1.082 1.155
H -0.88294 -2.43935 -2.20638 0.149 -0.987 -0.591
H -0.44395 -0.65363 -2.07787 -1.284 -1.770 0.247
H -1.95486 -1.30153 -1.39360 -2.311 0.334 0.001
H 1.09909 -0.07732 -1.14583 0.376 1.117 -1.160
H 2.03460 -0.67261 0.34982 -0.013 -0.109 -0.211
```
Forces are in eV/Å.

---

C4H8S2 | ωB97M-V with the def2-TZVPD basis set

Summary:
SMILES string: CSC[C@H]1CS1
Energy relative to the best compared isomer or geometry (same formula, charge and spin): 41.5 kcal per mole
E: -953.5205 Ha
M: 120.24 g mol⁻¹
Frontier orbital gap: 0.3446 hartree
HOMO energy: -8.464 eV

The geometry in XYZ format:
```
14
Properties=species:S:1:pos:R:3:forces:R:3
C 2.76656 0.79284 0.17523 -3.597 -0.532 2.555
S 1.42447 0.05640 -0.85074 0.058 0.292 -1.236
C -0.05191 -0.40554 0.18805 2.168 -1.218 0.345
C -1.32012 -0.29228 -0.60064 1.251 0.040 -0.285
C -2.60552 -0.54206 -0.00337 -1.292 0.018 2.657
S -2.23336 1.21759 -0.36324 -0.483 0.311 -0.306
H 3.12159 -0.02431 0.81641 -0.221 0.692 0.510
H 3.57361 1.02934 -0.39616 1.919 0.791 -2.219
H 2.35821 1.73332 0.67397 0.811 -1.441 -0.243
H 0.03563 0.27722 1.04113 -0.625 -0.521 0.088
H 0.17211 -1.49323 0.43168 -0.596 1.332 0.217
H -1.28457 -0.69531 -1.58725 0.458 0.151 -0.848
H -3.41512 -0.92954 -0.68815 0.946 0.110 1.413
H -2.54158 -0.72444 1.16310 -0.798 -0.024 -2.648
```
Forces are in eV/Å.

---

C4H8S3Se | ωB97M-V with the def2-TZVPD basis set

Summary:
Energy relative to the best compared isomer or geometry (same formula, charge and spin): 14.1 kcal per mole
E: -3753.0251 Ha
M: 231.27 g mol⁻¹
Frontier orbital gap (spin up / spin down): 0.2568 / 0.2722 hartree
HOMO energy (spin up / spin down): -7.098 / -7.192 eV

The geometry in XYZ format:
```
16
Properties=species:S:1:pos:R:3:forces:R:3
C 1.14689 -1.32820 -0.16867 0.672 0.419 0.938
C -0.65759 -0.19455 -2.21159 1.036 1.585 -0.117
C 0.80332 -0.72525 1.20599 -1.768 -1.305 3.108
C -1.50713 0.81981 0.36912 -1.145 -1.254 0.958
S -1.04706 -0.34787 1.55313 1.466 -0.784 -0.435
S 1.78443 0.72085 1.66930 0.380 1.075 0.896
S -0.61236 2.26253 0.19520 -0.628 0.952 -1.180
Se 1.07495 -0.01934 -1.58234 0.005 -0.003 -1.021
H 2.22167 -1.49374 -0.13098 0.203 -0.283 0.018
H 0.69958 -2.29743 -0.43992 -0.258 0.610 0.387
H -1.22031 -1.00800 -1.88836 -1.005 -1.082 0.181
H -0.97229 0.58408 -2.91776 -0.046 -0.652 0.383
H 1.00065 -1.43119 2.14772 -0.494 0.791 -2.507
H -2.61247 0.76775 0.42651 0.603 0.605 -0.698
H 1.08603 1.22935 2.80611 0.618 -1.103 -1.542
H -1.18831 2.46122 -1.03347 0.363 0.427 0.630
```
Forces are in eV/Å.

---

C4H8Si2 | ωB97M-V with the def2-TZVPD basis set

Summary:
Energy relative to the best compared isomer or geometry (same formula, charge and spin): 132.8 kcal per mole
E: -735.8925 Ha
M: 112.28 g mol⁻¹
Frontier orbital gap: 0.2372 hartree
HOMO energy: -8.388 eV

The geometry in XYZ format:
```
14
Properties=species:S:1:pos:R:3:forces:R:3
C 2.26527 0.68360 -0.00311 2.012 0.077 -0.689
C 1.07875 0.93532 0.00071 -2.887 0.343 -0.256
C -3.03105 -1.40440 -0.25384 1.545 3.083 -0.041
C -2.82803 -0.35238 0.60131 1.053 1.436 -0.555
Si 4.02599 0.08085 0.16401 -0.854 1.557 -0.416
Si -2.18459 1.32095 -0.17362 0.852 -2.731 -1.266
H -3.34230 -2.27081 0.20849 -0.681 -2.077 0.606
H -2.74451 -1.45239 -1.35828 -0.717 0.492 1.705
H -2.85521 -0.30279 1.72134 -0.459 -0.949 -1.230
H 5.02816 0.97565 0.79720 -0.246 0.268 -0.235
H 4.74396 -0.64550 -0.88122 -0.172 0.099 -0.636
H 3.65447 -0.83124 1.10849 0.021 -2.175 2.018
H -1.85731 2.70721 0.16140 -0.325 -0.106 0.481
H -2.81561 1.08274 -1.54625 0.855 0.682 0.515
```
Forces are in eV/Å.

---

C4H9AgO3 | ωB97M-V with the def2-TZVPD basis set

Summary:
Multiplicity: 3
Energy relative to the best compared isomer or geometry (same formula, charge and spin): 2.4 kcal per mole
E: -530.2544 Ha
M: 212.98 g mol⁻¹
Frontier orbital gap (spin up / spin down): 0.2210 / 0.2779 hartree
HOMO energy (spin up / spin down): -5.342 / -9.670 eV

The geometry in XYZ format:
```
17
Properties=species:S:1:pos:R:3:forces:R:3
H 1.76228 -0.02431 1.42376 0.442 0.037 -0.650
C -0.65364 -1.87364 -0.02902 -0.128 -0.182 0.073
O -0.69839 -0.53647 -0.53496 -0.836 -0.377 0.259
C -1.85845 0.15394 -0.31340 0.000 0.189 1.336
C -1.88066 1.47531 -0.13563 -0.402 -0.126 -0.831
H 0.34820 -2.25383 -0.25347 -0.290 0.067 0.006
H -0.80472 -1.86659 1.05784 -0.006 -0.007 -0.195
H -1.42508 -2.48645 -0.51410 0.217 0.082 0.112
H -2.72561 -0.48303 -0.11969 0.190 0.170 -0.058
H 1.03975 1.85774 0.61877 0.479 -0.525 -0.417
H -1.08024 2.12292 -0.49535 0.029 -0.237 0.485
H -2.81480 1.94919 0.16171 0.186 -0.154 -0.284
O 1.65285 1.46084 -0.03336 0.244 1.017 1.411
C 2.35242 0.28882 0.51309 -0.303 1.003 1.742
O 2.39917 -0.61275 -0.48138 0.520 -0.591 0.253
Ag 1.03505 0.18631 -1.69708 -0.143 0.039 -3.091
H 3.35187 0.64197 0.83227 -0.201 -0.407 -0.149
```
Forces are in eV/Å.

---

C4H9BO2 | ωB97M-V with the def2-TZVPD basis set

Summary:
SMILES string: C=C[C@H](C)B(O)O
Energy relative to the best compared isomer or geometry (same formula, charge and spin): 46.2 kcal per mole
E: -333.1534 Ha
M: 99.93 g mol⁻¹
Frontier orbital gap: 0.3742 hartree
HOMO energy: -9.942 eV

The geometry in XYZ format:
```
16
Properties=species:S:1:pos:R:3:forces:R:3
C -0.91052 2.21331 1.18684 -1.403 2.073 1.569
C -0.18733 1.49524 0.42232 3.507 -4.081 -3.908
C 0.02019 -0.29071 0.21984 -1.916 4.832 5.067
C 1.44369 -0.47186 0.60001 1.364 -0.439 -2.853
B -0.52872 -1.02872 -0.98682 2.829 -1.311 -0.557
O 0.44499 -1.90155 -1.56956 -0.278 2.046 2.415
O -1.75926 -0.93028 -1.44716 -1.887 -2.069 -2.644
H -0.78018 3.27635 1.33044 0.502 0.279 -0.523
H -1.73137 1.93855 1.77869 -0.974 -1.222 0.713
H 0.64092 1.96708 -0.19804 -1.053 -0.483 0.884
H -0.48372 -0.55823 1.26076 0.122 0.006 -2.395
H 1.68266 -0.07054 1.53897 0.270 0.196 1.395
H 1.58947 -1.53128 0.46993 0.663 -0.536 0.717
H 2.17017 -0.03818 -0.13704 -0.649 -0.083 0.432
H 0.22205 -2.40473 -2.30648 -0.733 -1.272 -1.958
H -1.83302 -1.66444 -2.16270 -0.364 2.064 1.646
```
Forces are in eV/Å.

---

C4H9Br2N2 | ωB97M-V with the def2-TZVPD basis set

Summary:
Net charge: +1
Energy relative to the best compared isomer or geometry (same formula, charge and spin): 43.2 kcal per mole
E: -5415.0162 Ha
M: 244.94 g mol⁻¹
Frontier orbital gap: 0.3207 hartree
HOMO energy: -14.362 eV

The geometry in XYZ format:
```
17
Properties=species:S:1:pos:R:3:forces:R:3
C 1.62596 -0.00042 0.44451 1.891 0.420 0.489
C 2.45281 0.90421 -0.37482 -1.096 1.618 1.292
C -3.02121 0.61176 -0.26006 -3.158 2.189 -1.151
C -0.21691 -1.57233 0.05391 0.058 -0.449 -1.031
N 1.56820 -0.21807 1.65583 0.077 0.247 2.617
N 0.77703 -0.79978 -0.34689 -1.136 -3.334 -1.796
Br -0.94709 -1.73068 1.69936 -0.004 0.157 0.218
Br -0.97198 -2.73737 -1.25056 0.524 0.734 0.575
H 3.46764 0.79513 -0.60641 1.363 -1.117 -0.179
H 2.39441 1.86571 0.08918 0.368 0.701 1.096
H 1.88979 1.20147 -1.18725 -0.906 -0.070 -2.557
H -3.84132 -0.02879 -0.65245 0.721 0.210 0.205
H -3.55777 1.39862 0.36445 0.889 -0.930 -0.698
H -2.53594 1.11915 -1.10195 -0.010 -0.179 0.246
H 2.10433 0.30317 2.39337 -0.357 -0.388 -1.657
H -2.36867 0.08221 0.32792 1.450 -1.142 1.288
H 1.18071 -1.19399 -1.24814 -0.674 1.333 1.044
```
Forces are in eV/Å.

---

C4H9Br2P | ωB97M-V with the def2-TZVPD basis set

Summary:
SMILES string: CC(C)(C)P(Br)Br
Energy relative to the best compared isomer or geometry (same formula, charge and spin): 0.0 kcal per mole
E: -5647.2458 Ha
M: 247.90 g mol⁻¹
Frontier orbital gap: 0.3549 hartree
HOMO energy: -9.242 eV

The geometry in XYZ format:
```
16
Properties=species:S:1:pos:R:3:forces:R:3
C 1.04022 -1.19035 0.04357 -0.078 -0.036 -0.159
C 0.10143 0.01275 -0.05586 -0.320 -0.009 -0.211
C 0.88499 1.30009 0.20339 -0.072 0.046 -0.161
C -1.05690 -0.12152 0.92541 0.031 0.009 -0.084
P -0.40785 0.09920 -1.87914 0.377 -0.001 0.405
Br -1.68441 -1.70853 -2.04285 -0.107 -0.195 -0.050
Br -1.95708 1.68525 -1.80595 -0.141 0.188 -0.021
H 0.50232 -2.12803 -0.09193 0.005 -0.018 -0.011
H 1.82986 -1.13186 -0.70719 0.087 -0.052 -0.014
H 1.50978 -1.21049 1.02562 0.041 0.045 0.103
H 0.24502 2.17916 0.12947 0.002 0.017 0.001
H 1.70474 1.40731 -0.50832 0.078 0.058 -0.006
H 1.30846 1.27642 1.20621 0.046 -0.047 0.096
H -1.70334 0.75485 0.90485 -0.012 -0.002 -0.014
H -1.66014 -1.00511 0.71912 0.000 0.001 -0.008
H -0.65709 -0.21915 1.93360 0.065 -0.002 0.135
```
Forces are in eV/Å.

---

C4H9Br3NP | ωB97M-V with the def2-TZVPD basis set

Summary:
SMILES string: BrP(Br)Br.CN=C(C)C
Energy relative to the best compared isomer or geometry (same formula, charge and spin): 0.0 kcal per mole
E: -8275.9736 Ha
M: 341.81 g mol⁻¹
Frontier orbital gap: 0.3364 hartree
HOMO energy: -8.904 eV

The geometry in XYZ format:
```
18
Properties=species:S:1:pos:R:3:forces:R:3
Br -3.73515 2.43457 -0.02270 -0.293 0.059 0.453
P -2.24336 2.14021 -1.61117 0.091 -0.469 -0.013
Br -3.24458 0.49068 -2.76864 0.173 -0.239 0.095
Br -2.90434 3.73890 -2.94258 -0.325 1.164 -0.803
C -1.74733 -0.92553 0.07995 -2.069 -0.467 -0.064
N -1.22543 0.37482 -0.13344 1.586 1.557 0.201
C 0.02552 0.55771 -0.36934 -0.418 -1.571 0.204
C 0.96277 -0.67155 -0.50813 -1.554 1.469 -0.761
C 0.73005 1.90468 -0.24940 -2.995 -0.859 -2.139
H -2.82159 -0.91988 -0.18037 0.397 0.090 -0.429
H -1.26763 -1.65768 -0.55408 -0.024 -0.636 0.299
H -1.88640 -1.18402 1.14889 1.067 0.015 -0.321
H 0.56532 -1.39550 0.17277 0.789 -0.584 0.602
H 0.82430 -1.07152 -1.50109 -0.254 -0.279 -0.494
H 1.99061 -0.39698 -0.49004 0.815 -0.005 0.724
H -0.02469 2.67042 -0.09479 0.212 0.048 1.047
H 1.13395 2.22069 -1.20717 1.068 -0.400 0.138
H 1.32678 1.54673 0.53322 1.734 1.107 1.261
```
Forces are in eV/Å.

---

C4H9BrN | ωB97M-V with the def2-TZVPD basis set

Summary:
Net charge: +1
Energy relative to the best compared isomer or geometry (same formula, charge and spin): 64.4 kcal per mole
E: -2786.1665 Ha
M: 151.03 g mol⁻¹
Frontier orbital gap (spin up / spin down): 0.2666 / 0.3082 hartree
HOMO energy (spin up / spin down): -12.131 / -12.368 eV

The geometry in XYZ format:
```
15
Properties=species:S:1:pos:R:3:forces:R:3
C -0.20763 1.56547 0.82324 -0.546 -2.098 -2.759
C -0.35970 2.15550 -0.53873 4.807 -3.141 0.632
C -0.60424 0.01182 0.46210 -0.138 2.520 -0.455
C 0.22103 -0.78778 -0.49920 0.460 0.648 -1.305
N 0.78598 -2.07869 0.14195 1.924 -0.445 0.975
Br -2.48205 -0.35521 0.37788 0.667 -0.057 0.160
H 0.78047 1.59120 1.14542 1.518 0.091 1.142
H -0.95168 2.00246 1.41799 -0.609 0.190 1.482
H -1.30031 2.46887 -0.64774 -3.317 1.412 -1.716
H 0.48718 1.97925 -1.30814 -2.013 0.766 1.174
H 1.14316 -0.21374 -0.95196 -1.704 -1.120 1.255
H -0.36010 -1.17199 -1.36610 0.343 0.334 0.520
H 1.66095 -2.27919 -0.47685 -1.695 -0.189 1.935
H 0.18752 -2.92503 0.22531 -0.053 0.703 -1.004
H 0.99943 -1.96293 1.19483 0.356 0.386 -2.035
```
Forces are in eV/Å.

---

C4H9BrN2 | ωB97M-V with the def2-TZVPD basis set

Summary:
Energy relative to the best compared isomer or geometry (same formula, charge and spin): 26.2 kcal per mole
E: -2841.2127 Ha
M: 165.03 g mol⁻¹
Frontier orbital gap: 0.2997 hartree
HOMO energy: -7.467 eV

The geometry in XYZ format:
```
16
Properties=species:S:1:pos:R:3:forces:R:3
C 0.61115 0.46869 -0.05478 0.898 -0.512 1.914
C -0.52106 1.21310 0.54999 -1.224 2.592 -0.555
C 0.44767 -0.98354 0.31257 2.544 1.629 -0.683
C -1.92759 0.91659 -0.20674 1.124 1.556 2.704
N 2.35030 -1.70793 -0.97308 0.247 -2.271 0.447
N 1.37898 -1.82782 -0.11596 -2.938 -0.656 1.072
Br -2.49051 -0.93119 -0.18528 -0.549 -0.009 -0.322
H 0.51774 0.56430 -1.10280 0.816 0.343 -1.476
H 1.55787 0.92090 0.43642 -0.948 -0.828 -1.373
H -0.50631 0.98324 1.60527 -0.689 -0.097 0.428
H -0.24931 2.38949 0.52643 -1.126 -2.504 -0.261
H -0.28688 -1.14624 1.06965 0.244 -1.225 0.296
H -2.74010 1.45622 0.35923 0.863 -0.431 -1.022
H 2.58949 -0.77460 -1.22754 -0.591 1.110 0.300
H -1.79153 1.25593 -1.21913 -0.384 -0.036 -0.361
H 1.06007 -2.79715 0.22574 1.715 1.340 -1.106
```
Forces are in eV/Å.